P.
Density functional theory data (the ωB97M-V functional and the def2-TZVPD basis) for a single C3H8O3 molecule.

XYZ file:
```
14
Properties=species:S:1:pos:R:3:mulliken_charge:R:1
O -0.907 1.229 0.344 -0.54
O 1.869 1.324 0.138 -0.49
O -0.860 -1.361 1.262 -0.50
C -0.403 0.228 -0.510 0.16
C -0.949 -1.168 -0.128 -0.62
C 1.295 0.134 -0.343 -0.35
H -0.601 0.470 -1.576 0.28
H 1.144 1.893 0.627 0.27
H -0.303 -1.922 -0.600 0.33
H -1.974 -1.347 -0.499 0.29
H 1.480 -0.712 0.344 0.28
H -0.139 1.859 0.674 0.26
H -1.232 -0.557 1.654 0.35
H 1.581 -0.069 -1.387 0.29
```

Computed properties:
- structure (SMILES) = OCC(O)CO
- highest occupied orbital energy (eV) = -10.3

=====

Q.
Density functional theory data (the ωB97M-V functional and the def2-TZVPD basis) for 2 unconnected molecules or ions with the total composition C3H8O3.

XYZ file:
```
14
Properties=species:S:1:pos:R:3:mulliken_charge:R:1
O 0.848 -2.069 0.616 -0.44
O -0.248 -2.031 -1.320 -0.56
O -2.682 1.723 -0.293 -0.64
C 1.083 -0.107 -0.646 -0.28
C 0.483 -1.475 -0.544 0.50
C 0.919 0.692 0.654 -1.07
H 1.242 1.716 0.476 0.35
H -0.129 0.712 0.928 0.29
H 2.103 0.038 -1.006 0.32
H 0.529 0.355 -1.445 0.27
H -2.873 2.200 0.521 0.31
H 0.487 -2.939 0.811 0.33
H -3.237 0.934 -0.232 0.32
H 1.474 0.253 1.480 0.31
```

Computed properties:
- structure (SMILES) = CCC(=O)O.O
- highest occupied orbital energy (eV) = -10.4

=====

Which one sits at the top of the stability order? Q does.

=====

P.
Density functional theory data (the ωB97M-V functional and the def2-TZVPD basis) for 2 unconnected molecules or ions with the total composition C3H5ClO.

XYZ file:
```
10
Properties=species:S:1:pos:R:3:mulliken_charge:R:1
Cl 1.414 -1.033 -2.155 -0.25
O 2.059 0.537 1.060 -0.45
C -1.343 0.079 0.052 -0.45
C 0.926 0.698 0.642 0.14
C -0.252 -0.242 0.705 -0.29
H -0.141 -1.225 1.225 0.29
H -1.297 0.950 -0.581 0.30
H -2.177 -0.628 0.224 0.24
H 0.350 -0.814 -1.397 0.28
H 0.460 1.677 0.226 0.19
```

Computed properties:
- structure (SMILES) = C=CC=O.Cl
- highest occupied orbital energy (eV) = -10.3

=====

Q.
Density functional theory data (the ωB97M-V functional and the def2-TZVPD basis) for a molecular structure, C3H5ClO.

XYZ file:
```
10
Properties=species:S:1:pos:R:3:mulliken_charge:R:1
Cl 2.133 -0.621 -0.178 -0.16
O 1.006 1.837 -0.129 -0.60
C -0.331 -0.570 0.890 -0.47
C -0.720 -0.477 -0.536 -0.65
C 0.636 0.076 0.044 0.67
H -0.996 -0.045 1.612 0.22
H 0.516 2.301 -0.783 0.27
H 0.014 -1.543 1.228 0.25
H -1.373 0.305 -0.856 0.24
H -0.884 -1.262 -1.292 0.23
```

Computed properties:
- highest occupied orbital energy (eV) = -10.0

=====

R.
Density functional theory data (the ωB97M-V functional and the def2-TZVPD basis) for a single C3H5ClO molecule.

XYZ file:
```
10
Properties=species:S:1:pos:R:3:mulliken_charge:R:1
Cl -1.413 -1.414 -0.025 -0.23
O 1.398 -1.016 -0.624 -0.48
C -0.586 0.068 0.253 0.57
C 0.961 -0.186 0.497 -0.50
C -1.062 1.256 -0.237 -0.74
H -2.095 1.289 -0.760 0.21
H -0.554 2.164 -0.516 0.28
H 0.983 -0.921 1.477 0.23
H 0.726 -1.859 -0.471 0.33
H 1.642 0.620 0.406 0.33
```

Computed properties:
- structure (SMILES) = C=C(Cl)CO
- highest occupied orbital energy (eV) = -9.8

=====

Which one sits at the top of the stability order? P does.

=====

P.
Density functional theory data (the ωB97M-V functional and the def2-TZVPD basis) for 2 unconnected molecules or ions with the total composition C3H7N4S.

XYZ file:
```
15
Properties=species:S:1:pos:R:3:mulliken_charge:R:1
S 2.385 -0.224 0.592 -0.07
N 0.195 0.866 -0.583 -0.33
N -2.814 -0.408 0.121 -0.67
N -0.406 -0.239 -0.746 -0.12
N 1.893 2.351 -0.045 -0.34
C 0.176 -1.363 -0.266 -0.14
C 1.374 1.145 -0.097 0.76
C 1.454 -1.581 0.164 -0.12
H -3.189 -1.379 0.159 0.25
H 1.208 3.041 -0.253 0.28
H -0.481 -2.190 -0.388 0.42
H 1.617 -2.578 0.538 0.38
H 2.777 2.499 0.393 0.24
H -3.397 0.092 -0.539 0.24
H -2.793 -0.031 0.951 0.21
```

Computed properties:
- net charge = +1
- highest occupied orbital energy (spin up / spin down) (eV) = -12.7 / -12.7

=====

Q.
Density functional theory data (the ωB97M-V functional and the def2-TZVPD basis) for 2 unconnected molecules or ions with the total composition C3H7N4S.

XYZ file:
```
15
Properties=species:S:1:pos:R:3:mulliken_charge:R:1
S -1.959 -0.909 0.399 0.12
N 0.199 0.825 0.285 -0.62
N 2.333 0.203 0.511 -0.36
N -1.039 0.820 -0.236 0.32
N -1.897 1.763 0.133 -0.61
C 1.079 -0.114 0.098 0.76
C 0.671 -1.475 -0.245 -0.58
C -0.566 -1.893 -0.034 -0.14
H 3.160 -0.157 0.246 0.20
H -1.573 2.618 0.510 0.30
H -0.886 0.408 -1.613 0.45
H 2.481 1.131 0.983 0.27
H -0.725 -2.910 0.004 0.37
H -2.626 2.067 -0.571 0.28
H 1.347 -2.375 -0.468 0.24
```

Computed properties:
- net charge = +1
- highest occupied orbital energy (eV) = -13.4

=====

Which one sits at the top of the stability order? P does.

=====

P.
Density functional theory data (the ωB97M-V functional and the def2-TZVPD basis) for a single C5H9NO2 molecule.

XYZ file:
```
17
Properties=species:S:1:pos:R:3:mulliken_charge:R:1
O 1.696 0.785 2.280 -0.45
O -2.074 -0.340 -1.025 -0.65
N -0.940 -0.888 0.824 -0.18
C 0.601 0.287 2.306 0.07
C 0.261 0.203 -1.042 -0.24
C -0.993 -0.345 -0.465 0.56
C 0.255 -1.026 1.657 -0.58
C 0.112 0.996 -2.327 -1.33
H 0.788 0.820 -0.299 0.20
H 1.065 -1.296 0.979 0.29
H 0.925 1.712 -2.364 0.38
H -1.819 -1.314 1.032 0.22
H -0.217 0.846 2.802 0.34
H 0.037 -1.820 2.367 0.39
H 1.053 -0.558 -1.100 0.35
H 0.096 0.423 -3.254 0.31
H -0.846 1.514 -2.372 0.31
```

Computed properties:
- structure (SMILES) = CCC(=O)NCC=O
- highest occupied orbital energy (eV) = -9.8

=====

Q.
Density functional theory data (the ωB97M-V functional and the def2-TZVPD basis) for a single C5H9NO2 molecule.

XYZ file:
```
17
Properties=species:S:1:pos:R:3:mulliken_charge:R:1
O -2.138 0.930 -0.392 -0.47
O -0.077 -0.249 -1.217 -0.54
N -0.108 0.524 0.841 -0.61
C -1.162 0.074 -0.027 1.04
C 0.875 0.163 -0.315 1.05
C 0.681 1.552 0.147 -0.36
C -1.748 -1.249 0.382 -1.36
C 2.134 -0.626 -0.149 -1.57
H 2.965 -0.100 -0.620 0.35
H 2.024 -1.593 -0.636 0.37
H 0.188 2.266 -0.508 0.18
H -2.360 -1.088 1.268 0.33
H -2.366 -1.632 -0.425 0.33
H 2.368 -0.786 0.902 0.36
H -0.947 -1.946 0.606 0.33
H 1.435 1.978 0.795 0.25
H -1.763 1.782 -0.653 0.31
```

Computed properties:
- structure (SMILES) = C[C@]1(O)O[C@@]2(C)CN12
- highest occupied orbital energy (eV) = -8.9

=====

R.
Density functional theory data (the ωB97M-V functional and the def2-TZVPD basis) for a molecular structure, C5H9NO2.

XYZ file:
```
17
Properties=species:S:1:pos:R:3:mulliken_charge:R:1
O 1.247 -1.671 -0.191 -0.52
O 1.231 -0.791 1.854 -0.58
N -2.134 -1.032 0.612 -0.32
C 1.379 -0.700 0.663 0.14
C 0.525 1.050 -0.989 -0.67
C -0.884 0.612 -0.663 -0.33
C 1.611 0.665 0.022 -0.29
C -1.308 0.093 0.504 -0.54
H -2.474 -1.395 -0.256 0.22
H 0.831 0.511 -1.891 0.32
H 0.539 2.098 -1.291 0.40
H 0.255 -1.258 0.045 0.63
H -2.823 -1.000 1.340 0.22
H -0.792 0.268 1.444 0.35
H 2.575 0.532 -0.482 0.36
H -1.588 0.585 -1.491 0.30
H 1.810 1.433 0.768 0.30
```

Computed properties:
- highest occupied orbital energy (eV) = -8.7

=====

Which one sits at the top of the stability order? P does.